13
Properties=species:S:1:pos:R:3:forces:R:3:mulliken_charge:R:1 method="wB97M-V/def2-TZVPD" energy_ha=-195.21654 de_lowest_kcal_mol=47.4 spin_multiplicity=1 lumo_ev=1.0038 smiles=CC#CCC
C 2.294 0.602 0.001 0.0 0.2 0.2 -0.9788
C 1.357 -0.623 0.021 0.2 -0.1 0.6 -0.6768
C -0.057 -0.307 0.010 -2.0 0.3 -0.4 0.0889
C -1.257 -0.110 -0.028 2.8 -0.5 0.7 0.5478
C -2.640 0.231 0.013 -2.4 1.1 -0.4 -1.1510
H 3.309 0.223 0.169 0.0 0.3 -0.1 0.3006
H 2.084 1.416 0.736 0.0 -0.9 -0.4 0.3015
H 2.244 1.065 -0.997 0.1 -0.2 0.3 0.2746
H 1.606 -1.221 -0.852 -0.1 -0.1 -0.2 0.2600
H 1.498 -1.316 0.878 0.4 0.6 -0.3 0.2825
H -3.254 -0.674 -0.540 1.1 2.6 1.7 0.2655
H -3.007 0.515 1.170 0.7 -1.0 -3.3 0.2454
H -2.667 1.230 -0.663 -0.7 -2.2 1.6 0.2399

22
Properties=species:S:1:pos:R:3:forces:R:3:mulliken_charge:R:1 method="wB97M-V/def2-TZVPD" energy_ha=-399.57710 total_charge=+2 de_lowest_kcal_mol=53.5 spin_multiplicity=2 lumo_ev="-7.2854 / -13.2282" s2=0.75
C -1.348 2.048 0.717 0.0 0.0 0.1 -0.0453
N -1.496 1.550 -0.573 0.8 -0.1 -0.3 -0.3259
C -2.708 0.802 -0.948 0.2 -0.1 0.2 -0.8041
O -1.857 1.553 1.682 -0.1 -0.3 0.1 -0.4506
H -0.671 2.913 0.780 0.1 0.1 -0.1 0.4217
H -1.068 2.162 -1.260 -0.5 0.0 -0.2 0.2270
H -2.853 0.027 -0.194 -0.3 0.2 0.1 0.3364
H -2.598 0.302 -1.914 0.1 0.3 0.0 0.3033
H -3.570 1.465 -0.978 -0.1 -0.2 0.0 0.3375
C 1.690 -0.840 1.057 0.1 -1.4 -1.1 -0.3367
N 3.095 -1.108 1.350 -0.9 3.1 -0.2 -0.0799
C 1.369 -1.292 -0.379 0.2 -0.8 -0.1 -0.8276
N -0.047 -0.989 -0.782 0.3 0.1 0.2 -0.1387
H 1.553 0.249 1.126 0.2 0.2 0.6 0.3970
H 1.035 -1.374 1.755 0.2 0.4 0.4 0.3765
H 3.737 -0.821 0.595 0.3 -1.0 0.0 0.3568
H 3.403 -0.665 2.231 0.2 -1.0 0.4 0.3757
H 1.501 -2.376 -0.421 -0.2 0.0 -0.1 0.4275
H 2.054 -0.901 -1.134 -0.1 0.4 0.1 0.5029
H -0.130 -0.870 -1.796 0.1 -0.2 0.0 0.3860
H -0.678 -1.748 -0.519 -0.1 0.0 0.1 0.4408
H -0.415 -0.085 -0.395 -0.2 0.3 -0.2 0.1198

62
Properties=species:S:1:pos:R:3:forces:R:3:mulliken_charge:R:1 method="wB97M-V/def2-TZVPD" energy_ha=-1211.31631 de_lowest_kcal_mol=404.1 spin_multiplicity=1 lumo_ev=0.6255 smiles="CC[C@H](C)c1ccccc1NC(=O)CN1CCN(C/C=C/c2ccccc2)CC1"
C 4.408 -2.268 3.020 -0.2 -1.7 -0.3 -1.2078
C 4.205 -1.459 1.680 -3.5 -5.9 0.0 0.7072
H 4.911 -1.643 0.869 0.1 -1.2 0.3 0.4443
H 3.098 -1.742 1.326 2.2 0.0 0.2 -0.4000
C 4.194 -0.113 1.802 -0.5 7.7 9.4 0.1066
C 4.696 0.771 0.854 1.8 3.9 -3.3 0.3214
C 5.770 1.528 1.227 2.7 3.5 -5.5 -0.9142
C 6.428 2.457 -0.039 1.7 -0.2 4.8 -0.3426
C 5.873 2.456 -1.292 4.4 1.6 2.5 -0.5854
C 4.864 1.604 -1.495 -3.1 1.2 -3.3 -0.2012
C 4.171 1.063 -0.482 -2.0 -5.1 -0.7 -0.0759
N 3.020 0.164 -0.905 0.1 -2.6 6.2 0.4077
C 2.498 -0.312 -2.085 1.5 7.1 2.0 0.3539
O 2.729 0.486 -3.001 -0.6 -2.3 -2.2 -0.7107
C 1.364 -1.207 -1.953 0.7 -4.3 3.3 -0.2197
N 0.813 -1.297 -0.334 6.1 -2.7 -4.2 0.1912
C 0.397 -2.723 -0.010 -4.5 7.7 1.3 -1.4536
H 1.037 -3.391 -0.267 4.3 -4.0 -2.0 0.8147
C -0.913 -2.756 -0.719 -4.2 -5.0 3.8 -0.5329
N -1.973 -1.781 -0.121 0.9 -0.3 -4.0 -0.1803
C -3.357 -2.106 -0.742 0.1 0.1 5.2 -0.5353
C -4.376 -1.063 0.172 2.6 -2.4 -6.7 -0.7495
C -5.213 -0.364 -0.564 -1.9 -1.1 0.2 -0.0216
C -6.235 0.491 0.143 0.4 -0.4 -8.7 1.0556
C -7.144 1.187 -1.096 2.8 -1.0 10.3 -0.8734
C -7.996 1.917 -0.355 -2.6 -0.1 -5.2 -0.0686
C -8.058 2.034 0.999 -4.7 6.6 -0.4 -0.3826
C -7.074 1.820 1.799 1.9 -3.6 3.5 -0.6866
C -6.253 0.744 1.435 2.6 0.7 1.1 -0.1873
H -5.400 0.317 2.057 -1.6 0.6 -0.5 0.2209
H -7.085 2.020 2.831 -0.2 1.0 1.1 0.4102
H -8.832 2.879 1.275 1.3 -2.0 -0.1 0.2293
H -8.791 2.367 -0.980 0.0 0.1 0.8 0.2739
H -7.178 0.641 -1.928 0.0 -1.1 -3.6 0.4061
H -5.340 -0.676 -1.688 0.1 1.1 2.3 -0.0243
H -4.068 -0.866 1.120 0.6 0.1 2.7 0.4012
H -3.402 -2.046 -1.922 -0.3 -0.3 2.5 0.3346
H -3.548 -3.103 -0.065 0.1 1.6 -2.9 0.3047
C -1.506 -0.490 -0.700 -1.2 0.9 3.1 -0.5976
H -2.307 0.357 -0.282 2.3 -1.9 -1.5 0.3368
C -0.018 -0.313 0.013 -5.2 4.6 -5.1 -1.3761
H 0.123 0.795 -0.287 1.3 -1.8 0.2 0.2556
H -0.276 -0.225 0.973 -0.6 -0.3 4.2 0.7898
H -1.511 -0.643 -1.795 0.1 0.9 0.2 0.2942
H -1.476 -3.764 -0.347 1.4 1.6 -0.9 0.4598
H -0.789 -2.997 -1.769 -0.3 1.1 -0.6 0.1997
H 0.355 -2.660 1.071 -0.6 -0.5 0.3 0.4224
H 1.965 -2.295 -2.053 -2.5 2.4 -0.3 0.2532
H 0.631 -0.884 -2.680 -0.3 -0.7 -0.1 0.3733
H 2.593 -0.397 0.011 1.3 1.7 -3.4 -0.4938
H 4.436 1.687 -2.527 0.1 -0.8 1.3 0.3000
H 6.397 3.077 -2.024 -0.6 -0.5 -0.2 0.3741
H 7.499 3.103 0.224 -3.5 -1.9 -0.7 0.1482
H 6.340 1.580 2.158 -0.5 -0.4 -0.3 0.3507
C 2.954 0.601 2.531 -4.2 0.4 -3.1 -0.5420
H 2.489 0.210 3.474 0.6 -0.7 -1.1 0.3324
H 2.069 0.596 1.555 1.8 -0.1 3.2 0.0226
H 2.906 1.709 2.775 1.3 -1.1 -0.7 0.3500
H 4.901 0.276 2.808 -0.9 -1.9 -2.4 0.1840
H 3.833 -2.008 4.039 0.4 -0.5 -2.9 0.2293
H 4.297 -3.402 2.646 0.1 2.3 1.6 0.3112
H 5.430 -2.110 3.355 0.4 -0.2 -0.2 0.3919